{"formula": "C33H85BN2O8Si", "method": "the ωB97M-V functional and the def2-TZVPD basis", "species": ["C", "C", "C", "Si", "N", "C", "C", "B", "N", "O", "H", "H", "H", "H", "H", "H", "H", "H", "H", "H", "H", "H", "H", "H", "H", "C", "C", "O", "C", "C", "H", "H", "H", "H", "H", "H", "H", "H", "H", "H", "C", "C", "O", "C", "C", "H", "H", "H", "H", "H", "H", "H", "H", "H", "H", "C", "C", "O", "C", "C", "H", "H", "H", "H", "H", "H", "H", "H", "H", "H", "C", "C", "O", "C", "C", "H", "H", "H", "H", "H", "H", "H", "H", "H", "H", "C", "C", "O", "C", "C", "H", "H", "H", "H", "H", "H", "H", "H", "H", "H", "C", "C", "O", "C", "C", "H", "H", "H", "H", "H", "H", "H", "H", "H", "H", "C", "C", "O", "C", "C", "H", "H", "H", "H", "H", "H", "H", "H", "H", "H"], "xyz": [[4.216, 7.227, 2.154], [3.111, 7.817, 1.761], [2.791, 7.941, 0.299], [1.657, 6.465, -0.160], [2.368, 5.607, -1.522], [2.925, 4.280, -1.229], [3.685, 3.714, -2.414], [1.333, 5.385, 1.487], [0.165, 5.724, 2.291], [2.115, 4.363, 1.984], [5.109, 7.315, 1.559], [4.237, 6.701, 3.096], [2.406, 8.262, 2.449], [3.694, 7.925, -0.300], [2.264, 8.879, 0.127], [0.391, 7.064, -0.659], [1.766, 5.587, -2.336], [3.652, 4.384, -0.429], [2.121, 3.593, -0.960], [4.531, 4.340, -2.670], [3.048, 3.614, -3.290], [4.056, 2.731, -2.132], [-0.552, 6.185, 1.743], [0.413, 6.304, 3.085], [3.036, 4.627, 1.817], [-1.794, 3.232, -0.693], [-2.615, 4.162, -1.569], [-1.932, 4.601, -2.733], [-1.525, 3.578, -3.621], [-2.675, 2.750, -4.171], [-0.860, 3.715, -0.393], [-2.354, 2.966, 0.203], [-1.534, 2.306, -1.210], [-2.858, 5.065, -1.008], [-3.569, 3.698, -1.839], [-0.775, 2.937, -3.141], [-1.020, 4.078, -4.449], [-3.209, 2.217, -3.382], [-2.305, 2.008, -4.880], [-3.395, 3.392, -4.680], [2.592, -2.266, 0.572], [3.427, -1.119, 1.117], [3.477, 0.007, 0.259], [2.233, 0.614, -0.037], [1.494, 1.134, 1.185], [2.965, -2.582, -0.404], [2.630, -3.118, 1.253], [1.544, -1.988, 0.447], [4.460, -1.449, 1.234], [3.081, -0.824, 2.114], [1.604, -0.077, -0.611], [2.453, 1.452, -0.700], [1.238, 0.329, 1.876], [0.565, 1.627, 0.889], [2.109, 1.850, 1.727], [-5.934, -0.630, 0.340], [-5.112, 0.527, 0.881], [-5.080, 1.658, 0.027], [-6.329, 2.259, -0.264], [-7.069, 2.764, 0.961], [-5.560, -0.939, -0.638], [-5.878, -1.481, 1.020], [-6.986, -0.366, 0.224], [-4.074, 0.210, 0.990], [-5.456, 0.815, 1.880], [-6.957, 1.571, -0.842], [-6.108, 3.100, -0.923], [-7.326, 1.956, 1.648], [-7.998, 3.256, 0.666], [-6.454, 3.479, 1.510], [-0.606, -0.344, -2.672], [0.434, -1.300, -3.227], [0.292, -2.629, -2.759], [-0.932, -3.272, -3.063], [-1.214, -3.394, -4.551], [-0.578, -0.340, -1.580], [-0.419, 0.670, -3.029], [-1.618, -0.622, -2.973], [1.424, -0.971, -2.907], [0.444, -1.283, -4.323], [-1.763, -2.773, -2.550], [-0.858, -4.270, -2.629], [-1.310, -2.419, -5.031], [-2.144, -3.939, -4.715], [-0.403, -3.927, -5.049], [-11.437, 2.277, 3.104], [-10.756, 0.929, 3.265], [-9.476, 1.000, 3.865], [-9.424, 1.543, 5.172], [-10.244, 0.773, 6.194], [-10.812, 2.953, 2.519], [-12.394, 2.157, 2.595], [-11.630, 2.755, 4.066], [-10.596, 0.488, 2.280], [-11.397, 0.232, 3.817], [-9.714, 2.599, 5.158], [-8.373, 1.515, 5.463], [-11.308, 0.781, 5.955], [-10.122, 1.213, 7.184], [-9.923, -0.269, 6.232], [3.749, -5.813, -0.501], [4.472, -6.110, 0.801], [3.633, -6.626, 1.820], [2.978, -7.846, 1.529], [3.923, -8.999, 1.234], [2.933, -5.110, -0.330], [4.440, -5.378, -1.225], [3.322, -6.712, -0.948], [4.888, -5.182, 1.196], [5.321, -6.783, 0.632], [2.264, -7.710, 0.709], [2.388, -8.084, 2.415], [4.529, -8.814, 0.346], [3.358, -9.916, 1.066], [4.605, -9.156, 2.071], [9.444, -4.290, -1.356], [8.152, -5.011, -1.014], [8.004, -6.264, -1.658], [8.994, -7.235, -1.375], [9.091, -7.608, 0.095], [9.523, -4.141, -2.434], [9.472, -3.316, -0.865], [10.323, -4.850, -1.035], [7.308, -4.405, -1.344], [8.044, -5.129, 0.071], [9.968, -6.909, -1.757], [8.717, -8.118, -1.951], [9.379, -6.759, 0.715], [9.836, -8.392, 0.237], [8.128, -7.970, 0.460]], "homo_energy_ev": -8.5, "spin_multiplicity": 1, "molar_mass_da": 676.95, "e_tot_ev": -63511.745, "e_lumo_ev": 0.7}

{"formula": "C33H86O10", "method": "the ωB97M-V functional and the def2-TZVPD basis", "species": ["C", "C", "C", "O", "H", "H", "H", "H", "H", "H", "H", "H", "C", "C", "C", "O", "H", "H", "H", "H", "H", "H", "H", "H", "C", "C", "C", "O", "H", "H", "H", "H", "H", "H", "H", "H", "C", "C", "C", "O", "H", "H", "H", "H", "H", "H", "H", "H", "C", "C", "C", "O", "H", "H", "H", "H", "H", "H", "H", "H", "C", "C", "C", "O", "H", "H", "H", "H", "H", "H", "H", "H", "C", "C", "C", "O", "H", "H", "H", "H", "H", "H", "H", "H", "C", "C", "O", "C", "C", "H", "H", "H", "H", "H", "H", "H", "H", "H", "H", "C", "C", "O", "C", "C", "H", "H", "H", "H", "H", "H", "H", "H", "H", "H", "C", "C", "O", "C", "C", "H", "H", "H", "H", "H", "H", "H", "H", "H", "H"], "xyz": [[1.837, -2.512, -2.767], [2.320, -1.837, -4.044], [2.929, -2.803, -5.028], [1.153, -1.299, -4.655], [1.372, -1.824, -2.060], [2.660, -3.062, -2.311], [1.097, -3.268, -3.031], [3.126, -1.119, -3.893], [3.259, -2.291, -5.932], [2.251, -3.571, -5.400], [3.743, -3.348, -4.551], [1.447, -0.623, -5.270], [4.849, -1.056, -0.108], [5.414, 0.313, -0.459], [5.175, 0.702, -1.911], [4.605, 1.219, 0.330], [3.794, -1.132, -0.371], [4.922, -1.230, 0.966], [5.362, -1.895, -0.578], [6.475, 0.409, -0.231], [4.105, 0.749, -2.113], [5.502, -0.088, -2.588], [5.633, 1.616, -2.288], [4.796, 2.094, -0.015], [-1.905, -4.742, -3.688], [-2.780, -3.829, -2.845], [-1.882, -2.849, -2.034], [-3.525, -2.952, -3.718], [-2.583, -5.476, -4.122], [-1.155, -5.282, -3.110], [-1.422, -4.265, -4.541], [-3.450, -4.421, -2.222], [-1.220, -2.214, -2.624], [-1.225, -3.438, -1.395], [-2.532, -2.203, -1.444], [-2.885, -2.421, -4.198], [3.540, -0.933, 4.835], [3.386, -0.230, 3.498], [2.434, 0.965, 3.539], [4.630, 0.331, 3.132], [3.671, -0.177, 5.608], [4.403, -1.599, 4.834], [2.706, -1.570, 5.129], [3.004, -0.954, 2.778], [1.448, 0.699, 3.920], [2.378, 1.349, 2.520], [2.865, 1.688, 4.232], [4.576, 0.715, 2.254], [0.455, -0.665, 1.097], [-0.418, 0.424, 0.508], [-0.225, 0.672, -0.984], [-1.719, -0.048, 0.685], [0.264, -0.753, 2.166], [1.486, -0.462, 0.807], [0.243, -1.600, 0.577], [-0.229, 1.286, 1.148], [-0.634, 1.641, -1.272], [-0.788, -0.055, -1.569], [0.823, 0.571, -1.267], [-2.335, 0.647, 0.441], [-2.494, 3.564, -2.904], [-1.540, 3.194, -4.043], [-1.826, 1.843, -4.655], [-1.793, 4.092, -5.003], [-2.373, 4.582, -2.534], [-2.316, 2.823, -2.124], [-3.500, 3.429, -3.302], [-0.535, 3.270, -3.628], [-2.670, 1.963, -5.334], [-2.075, 1.203, -3.809], [-0.951, 1.427, -5.153], [-2.728, 4.296, -5.079], [-4.877, -3.076, 2.275], [-3.954, -1.803, 2.289], [-3.798, -1.187, 3.710], [-2.759, -2.244, 1.729], [-5.029, -3.435, 1.257], [-5.871, -2.818, 2.640], [-4.489, -3.849, 2.938], [-4.378, -1.117, 1.555], [-4.739, -0.873, 4.162], [-3.141, -0.319, 3.646], [-3.328, -1.919, 4.367], [-2.350, -1.489, 1.300], [-3.374, 2.909, 2.425], [-4.441, 2.712, 1.344], [-4.001, 1.673, 0.488], [-4.819, 1.379, -0.675], [-4.401, 0.057, -1.351], [-3.402, 2.068, 3.118], [-2.359, 2.964, 2.033], [-3.537, 3.817, 3.005], [-5.471, 2.604, 1.686], [-4.510, 3.648, 0.790], [-5.871, 1.309, -0.398], [-4.827, 2.219, -1.370], [-3.325, -0.019, -1.507], [-4.881, 0.017, -2.328], [-4.740, -0.743, -0.692], [-3.281, 6.640, 3.761], [-2.856, 6.851, 2.322], [-1.835, 5.942, 1.888], [-1.509, 5.973, 0.558], [-0.524, 4.855, 0.460], [-3.470, 5.577, 3.912], [-2.522, 7.022, 4.443], [-4.228, 7.065, 4.094], [-3.729, 6.710, 1.685], [-2.653, 7.895, 2.082], [-2.314, 5.815, -0.160], [-0.992, 6.905, 0.331], [0.153, 4.746, 1.307], [0.103, 4.904, -0.430], [-1.012, 3.881, 0.460], [2.469, -3.933, 0.894], [3.465, -4.176, 2.066], [4.836, -4.134, 1.536], [5.765, -3.971, 2.605], [7.193, -4.110, 1.969], [1.448, -4.127, 1.222], [2.614, -2.939, 0.469], [2.586, -4.648, 0.080], [3.282, -3.525, 2.921], [3.308, -5.172, 2.480], [5.647, -3.017, 3.119], [5.704, -4.728, 3.387], [7.401, -3.270, 1.307], [7.188, -4.981, 1.313], [8.007, -4.217, 2.686]], "homo_energy_ev": -9.3, "spin_multiplicity": 1, "molar_mass_da": 643.04, "e_tot_ev": -56087.895, "e_lumo_ev": 0.4}

{"formula": "C33H87N11O13", "method": "the ωB97M-V functional and the def2-TZVPD basis", "species": ["C", "O", "C", "C", "N", "C", "C", "O", "C", "H", "H", "H", "H", "H", "H", "H", "H", "H", "H", "H", "H", "H", "H", "H", "C", "O", "C", "C", "N", "C", "C", "O", "C", "H", "H", "H", "H", "H", "H", "H", "H", "H", "H", "H", "H", "H", "H", "H", "C", "O", "C", "C", "N", "C", "C", "O", "C", "H", "H", "H", "H", "H", "H", "H", "H", "H", "H", "H", "H", "H", "H", "H", "C", "O", "C", "C", "N", "C", "C", "O", "C", "H", "H", "H", "H", "H", "H", "H", "H", "H", "H", "H", "H", "H", "H", "H", "C", "O", "C", "C", "N", "C", "C", "O", "C", "H", "H", "H", "H", "H", "H", "H", "H", "H", "H", "H", "H", "H", "H", "H", "N", "C", "N", "O", "H", "H", "H", "H", "N", "C", "N", "O", "H", "H", "H", "H", "N", "C", "N", "O", "H", "H", "H", "H"], "xyz": [[24.370, -32.053, 42.546], [23.634, -31.173, 43.407], [22.722, -30.234, 42.767], [22.003, -29.354, 43.886], [21.027, -28.376, 43.302], [19.800, -28.990, 42.816], [19.025, -28.016, 41.875], [19.434, -28.225, 40.538], [18.692, -27.509, 39.575], [23.775, -32.828, 42.062], [25.202, -32.560, 43.034], [24.707, -31.505, 41.667], [22.104, -30.843, 42.108], [23.378, -29.658, 42.114], [22.810, -28.806, 44.372], [21.639, -30.024, 44.665], [21.393, -27.897, 42.491], [19.240, -28.981, 43.752], [19.807, -29.991, 42.386], [18.961, -26.961, 42.140], [17.958, -28.235, 41.912], [17.785, -28.026, 39.261], [19.323, -27.371, 38.697], [18.209, -26.543, 39.722], [34.268, -34.554, 26.445], [33.558, -33.387, 25.930], [33.770, -32.155, 26.601], [33.064, -32.088, 27.951], [33.427, -30.910, 28.595], [32.803, -30.978, 29.979], [32.955, -29.776, 30.972], [31.945, -29.904, 31.924], [31.867, -28.994, 33.025], [33.833, -35.465, 26.036], [34.411, -34.606, 27.525], [35.245, -34.423, 25.979], [33.321, -31.378, 25.983], [34.827, -32.136, 26.866], [33.140, -32.997, 28.548], [31.993, -32.111, 27.748], [34.425, -30.798, 28.704], [33.154, -31.836, 30.552], [31.734, -31.102, 29.804], [32.840, -28.786, 30.531], [33.939, -29.726, 31.439], [30.923, -29.164, 33.543], [31.685, -28.002, 32.612], [32.645, -29.074, 33.785], [22.452, -36.443, 29.549], [22.452, -36.831, 30.912], [21.909, -38.092, 31.165], [22.132, -38.452, 32.687], [21.447, -37.454, 33.424], [22.032, -37.244, 34.726], [21.309, -36.381, 35.702], [21.201, -35.089, 35.120], [20.780, -33.999, 35.990], [22.938, -35.469, 29.488], [21.400, -36.348, 29.281], [23.011, -37.103, 28.884], [22.543, -38.823, 30.663], [20.830, -38.125, 31.019], [23.215, -38.517, 32.786], [21.789, -39.470, 32.874], [21.558, -36.569, 32.950], [22.985, -36.795, 34.446], [22.164, -38.191, 35.249], [21.947, -36.284, 36.581], [20.310, -36.773, 35.890], [20.691, -33.031, 35.496], [21.499, -33.763, 36.774], [19.870, -34.287, 36.517], [35.777, -32.173, 38.245], [37.030, -32.030, 37.691], [38.148, -32.276, 38.615], [39.392, -32.766, 37.797], [40.220, -31.672, 37.460], [39.539, -30.740, 36.550], [40.338, -29.383, 36.362], [40.233, -28.371, 37.378], [38.939, -28.087, 37.844], [35.444, -33.164, 37.937], [35.204, -31.453, 37.662], [35.767, -31.830, 39.279], [37.823, -33.101, 39.249], [38.185, -31.378, 39.231], [39.006, -33.235, 36.892], [39.912, -33.416, 38.501], [40.732, -31.276, 38.236], [38.511, -30.620, 36.890], [39.353, -31.215, 35.587], [39.839, -28.894, 35.526], [41.350, -29.632, 36.042], [38.364, -27.335, 37.303], [39.119, -27.613, 38.809], [38.238, -28.900, 38.036], [24.490, -30.172, 31.047], [23.122, -29.809, 30.880], [22.216, -30.783, 31.452], [20.801, -30.355, 31.008], [20.769, -30.521, 29.602], [19.543, -30.074, 28.972], [19.516, -30.127, 27.407], [20.748, -29.663, 26.925], [21.024, -28.322, 27.066], [25.045, -29.775, 30.196], [24.735, -31.232, 31.116], [24.979, -29.700, 31.899], [22.390, -30.848, 32.526], [22.588, -31.690, 30.976], [20.668, -29.340, 31.380], [20.124, -31.092, 31.440], [21.610, -30.058, 29.288], [19.352, -29.050, 29.292], [18.703, -30.554, 29.475], [18.643, -29.556, 27.092], [19.451, -31.203, 27.247], [22.094, -28.118, 27.099], [20.556, -27.881, 27.946], [20.595, -27.851, 26.181], [28.297, -40.465, 40.628], [28.145, -39.468, 39.778], [28.642, -38.357, 40.242], [27.508, -39.634, 38.710], [28.424, -40.234, 41.603], [28.289, -41.440, 40.364], [28.285, -37.459, 39.948], [29.464, -38.395, 40.828], [29.306, -33.531, 35.085], [28.595, -34.182, 36.006], [27.936, -35.156, 35.396], [28.790, -34.064, 37.204], [29.176, -33.767, 34.112], [29.867, -32.749, 35.393], [27.942, -35.273, 34.393], [27.440, -35.847, 35.941], [30.199, -37.392, 28.642], [29.249, -36.799, 29.352], [28.049, -37.206, 29.048], [29.493, -35.921, 30.133], [31.187, -37.261, 28.809], [29.869, -38.140, 28.050], [27.938, -37.886, 28.310], [27.239, -36.861, 29.543]], "homo_energy_ev": -8.4, "spin_multiplicity": 1, "molar_mass_da": 846.12, "e_tot_ev": -78630.474, "e_lumo_ev": 0.2, "relative_energy_kcal_mol": 144.28}